Entry 1:
8 unconnected molecules or ions with the total composition C21H49F6N7O7P at a distorted geometry. Source: OMol25; level of theory: ωB97M-V with the def2-TZVPD basis set.

Last column: Löwdin charge in e.
Element x y z (Å)
N 1.04 -5.81 -0.07  -0.195
H -0.77 3.94 4.13  0.097
C 3.12 0.02 -2.97  -0.065
H -0.78 3.69 -3.98  0.089
H 2.10 -0.18 -2.62  0.077
H -0.71 5.00 0.47  0.074
H -1.21 -2.60 -4.19  0.080
H 1.50 -2.13 2.80  0.109
H 1.42 -4.01 0.94  0.087
C 3.68 -0.04 -0.59  -0.341
H 5.56 1.60 -1.27  0.082
H 2.77 -0.66 -0.55  0.119
C -1.05 3.77 3.08  -0.056
H 2.52 -3.72 5.95  0.084
H -1.30 -0.85 -3.93  0.085
H -1.08 5.36 -3.44  0.082
H -2.96 6.31 2.07  0.130
P -0.07 -0.01 0.98  0.192
C -5.01 1.29 -0.80  -0.062
H -5.39 0.27 -0.75  0.081
C -2.64 -2.05 -1.35  -0.322
H 0.10 2.15 -2.22  0.081
H 3.51 -0.88 -3.45  0.086
C 0.30 2.95 -1.50  -0.052
H 0.34 5.61 1.68  0.095
H -3.08 2.85 1.46  0.045
O 0.99 6.33 -2.52  -0.013
N -4.28 1.56 0.41  -0.184
O -3.67 -2.05 -0.72  0.039
C 3.91 -2.77 3.13  -0.072
C 1.50 -5.09 1.09  -0.054
H -4.32 3.68 0.44  0.091
C 1.03 5.23 -1.99  -0.371
C -2.79 5.38 2.64  -0.359
N 0.15 4.23 -2.19  -0.196
H -0.48 -6.31 -1.36  0.129
C 5.21 1.05 -2.14  -0.054
N 2.80 -3.23 3.91  -0.196
O 0.59 -3.00 4.40  0.033
H 2.51 -5.35 1.39  0.079
C 3.05 -4.07 5.07  -0.048
H 3.64 -1.91 2.50  0.085
N -1.50 4.98 2.46  -0.187
O -1.16 -5.43 0.33  0.039
N 3.95 0.40 -1.85  -0.201
N -2.55 -2.00 -2.72  -0.205
H -1.03 6.58 1.19  0.086
C -1.32 -1.82 -3.42  -0.076
H -0.36 2.93 -0.64  0.058
O -4.84 -0.37 1.50  0.028
C -3.73 -2.13 -3.52  -0.073
C -4.24 0.67 1.43  -0.346
H -0.48 -1.91 -2.73  0.080
F -1.46 -0.76 0.92  -0.114
H -3.61 -2.97 -4.22  0.083
H 3.05 0.86 -3.66  0.083
H 1.59 -7.05 -1.65  0.077
F -0.76 1.46 1.14  -0.174
F 0.69 -1.44 0.70  -0.192
H 1.34 2.77 -1.24  0.089
H 0.89 -5.29 1.98  0.095
H 2.85 -6.82 -0.43  0.080
H -1.83 3.01 3.21  0.077
H 2.68 -5.08 4.86  0.086
H 1.82 4.95 -1.28  0.135
F 1.41 0.71 1.01  -0.185
H -0.18 3.34 2.60  0.085
H -5.81 2.00 -1.03  0.081
C -0.72 5.56 1.41  -0.069
C 2.06 -6.31 -0.99  -0.063
H 4.73 -2.44 3.77  0.084
C 1.53 -2.77 3.69  -0.356
O 4.42 0.16 0.35  0.006
C -0.28 -5.86 -0.37  -0.361
C -0.95 4.33 -3.12  -0.046
H 4.32 -3.54 2.46  0.078
H -4.31 1.28 -1.65  0.085
H -1.65 -2.07 -0.87  0.118
H -2.85 2.88 -0.26  0.077
H 5.97 0.30 -2.40  0.091
H 2.51 -5.49 -1.55  0.086
H -3.58 1.03 2.25  0.135
H -3.89 -1.24 -4.14  0.085
H -4.59 -2.32 -2.89  0.084
H -1.86 4.00 -2.61  0.083
O -3.61 4.80 3.33  0.014
H 5.10 1.74 -2.98  0.080
C -3.62 2.85 0.52  -0.056
F 0.04 -0.14 2.57  -0.131
F -0.09 0.22 -0.66  -0.198
H 4.13 -4.14 5.23  0.076

As for the frontier orbital gap: 8.414 eV. Its highest occupied orbital energy is -0.2317 Eh. As for the strongest force on any atom: 1.73 eV Å⁻¹. As for the charge: -1. The relative energy (zero: lowest compared OMol25 entry of this formula, charge and spin) comes out at 0.000 eV. Its electronic energy is -72937.7483 eV.

=====

Entry 2:
3 unconnected molecules or ions with the total composition C21H49IN2O5P at a distorted geometry. Source: OMol25; level of theory: ωB97M-V with the def2-TZVPD basis set.

Last column: Löwdin charge in e.
Element x y z (Å)
H -1.48 -5.06 4.43  0.114
H -3.68 3.72 -0.37  0.080
H 0.28 -1.31 0.75  0.152
H 3.24 1.23 -5.47  0.094
H -1.68 1.65 0.66  0.071
C 0.04 0.61 -0.19  -0.279
H -2.62 -2.17 -0.87  0.138
C -1.29 0.14 4.53  -0.057
H 1.63 1.78 -5.92  0.082
N -1.80 -0.95 0.64  0.081
H 4.59 3.22 -8.25  0.121
C -0.77 1.94 0.10  -0.155
C -0.93 -4.62 6.45  -0.075
O 0.06 -3.75 4.36  -0.188
H 4.55 3.90 -6.64  0.107
C -0.57 -4.86 4.99  -0.282
H 1.12 0.79 -0.01  0.149
H 2.09 -5.25 5.54  0.070
H -2.87 -0.41 -1.12  0.151
H -3.52 2.59 1.08  0.049
C -2.13 -1.18 -0.82  -0.038
H -0.16 -1.93 -1.52  0.134
H -3.17 5.42 1.83  0.129
C -1.61 1.54 3.91  -0.280
H -2.81 -2.72 -3.05  0.101
H 0.05 -5.76 4.89  0.109
C -2.63 4.53 1.44  -0.253
H -1.89 -0.41 -3.55  0.092
O 3.10 2.50 -7.10  -0.156
H -0.52 0.84 -2.18  0.094
H -1.88 -1.84 1.14  0.184
H -0.37 0.14 5.13  0.090
H -0.75 -3.98 -2.25  0.068
H 3.74 3.59 -4.62  0.068
N -0.09 0.15 -1.58  -0.026
H 1.62 -2.47 4.34  0.111
H -1.58 -3.75 6.54  0.079
H -1.07 2.37 -0.88  0.119
H -2.09 -2.58 -4.70  0.106
C -0.86 -1.09 -1.73  -0.398
H 6.48 2.34 -6.91  0.080
C -0.41 -0.45 0.86  -0.077
H -4.72 3.88 1.09  0.083
H -2.32 1.35 3.08  0.090
H 1.10 2.59 1.00  0.103
H -0.05 -3.90 -3.93  0.038
C -1.22 -1.24 -3.25  -0.642
H 2.34 2.88 -3.82  0.066
H 2.12 4.08 -5.11  0.084
H -0.05 -4.43 7.06  0.069
H -2.49 -0.34 1.09  0.165
H -1.84 4.92 0.78  0.112
P -0.52 3.47 2.53  0.620
H -1.57 -4.74 -3.62  0.084
C 2.72 3.23 -4.78  -0.077
H -2.19 -0.17 5.09  0.086
C 2.37 -4.38 4.94  -0.075
O -0.33 2.06 3.45  -0.231
H 2.56 -4.74 3.92  0.083
I 0.61 -1.05 -4.44  0.944
C 4.44 2.97 -7.20  -0.276
C 5.48 1.94 -6.77  -0.079
H 5.37 1.67 -5.72  0.064
C -3.70 3.64 0.73  -0.065
H -1.44 -5.49 6.86  0.082
H 0.26 3.94 0.27  0.104
C 0.09 3.02 0.84  -0.187
H 1.11 -2.93 5.95  0.108
C -0.97 -3.86 -3.32  -0.135
H 5.38 1.03 -7.36  0.083
H -1.19 -0.55 3.66  0.043
O -2.15 3.82 2.60  -0.243
C -1.86 -2.61 -3.61  -0.316
H 3.29 -3.98 5.35  0.082
H -2.00 2.23 4.67  0.127
H -0.25 -0.05 1.87  0.120
C 2.67 2.11 -5.81  -0.311
O 0.36 4.54 3.11  -0.278
C 1.28 -3.32 4.94  -0.289

As for the frontier orbital gap: 7.906 eV. Its highest occupied orbital energy is -0.4131 Eh. As for the strongest force on any atom: 3.69 eV Å⁻¹. As for the charge: +1. Its electronic energy is -53172.5655 eV.

=====

Question: Look up the frontier orbital gap of the first one.
Answer: 8.414 eV

=====

Question: Look up the strongest force on any atom of the first one.
Answer: 1.73 eV Å⁻¹

=====

Question: Look up the highest occupied orbital energy of the first one.
Answer: -0.2317 Eh